# 1
Density functional theory data (the ωB97M-V functional and the def2-TZVPD basis) for C5H6InLiO4 as an isolated structure at a distorted geometry.

Geometry as ORCA input:
```
! RIJCOSX wB97M-V def2-TZVPD def2/J DEFGRID3
* xyz 3 2
O 3.359 0.874 1.007
C 2.788 -0.171 0.662
O 3.263 -1.241 0.352
O 1.333 -0.028 0.679
C 0.598 -1.038 0.479
C -0.835 -0.896 0.364
Li 5.142 -0.463 0.599
H 1.103 -1.992 0.272
H -1.035 -0.932 -0.726
H -1.319 -1.796 0.768
H -1.138 0.010 0.919
In 3.014 2.679 1.619
C -2.828 1.181 -1.104
C -3.833 0.702 -1.808
O -4.705 0.262 -2.438
H -2.916 1.205 -0.018
H -1.992 1.645 -1.626
*
```

As for the LUMO energy (spin up / spin down): -12.3 / -14.7 eV. The HOMO-LUMO gap (spin up / spin down) comes out at 0.2608 / 0.1746 Ha. The energy above the lowest of the compared OMol25 structures with the same formula, charge and spin is 0.0224 eV. The highest occupied orbital energy (spin up / spin down) comes out at -19.42 / -19.42 eV. The total energy comes out at -18818.94252 eV.

Löwdin analysis output, partial charges in e: -0.29, -0.63, 0.12, 0.15, 0.03, 0.04, 0.88, 0.19, 0.14, 0.14, 0.12, 1.12, 0.25, 0.01, 0.43, 0.14, 0.15

***

# 2
Density functional theory data (the ωB97M-V functional and the def2-TZVPD basis) for one molecule with the formula C6H12O at a distorted geometry.

Geometry as ORCA input:
```
! RIJCOSX wB97M-V def2-TZVPD def2/J DEFGRID3
* xyz 0 1
C -1.973 -0.966 -0.756
C -0.772 -0.108 -0.274
C -0.957 1.017 0.905
C 0.242 -0.784 0.600
O 1.530 -1.624 0.402
C 1.586 -0.277 0.756
C 2.164 0.613 -0.316
H -2.739 -0.379 -1.284
H -1.648 -1.741 -1.470
H -2.458 -1.492 0.071
H -0.398 0.455 -1.142
H -0.688 0.818 1.974
H -2.002 1.273 0.917
H -0.325 1.874 0.644
H -0.295 -1.220 1.435
H 1.886 -0.009 1.769
H 1.898 0.246 -1.315
H 3.253 0.602 -0.236
H 1.815 1.645 -0.201
*
```

As for the LUMO energy: 1.0 eV. The SMILES is CC(C)[C@H]1O[C@H]1C. The HOMO-LUMO gap comes out at 0.4004 Ha. The energy above the lowest of the compared OMol25 structures with the same formula, charge and spin is 2.5527 eV. The highest occupied orbital energy comes out at -9.87 eV. The total energy comes out at -8461.80122 eV.

Löwdin analysis output, partial charges in e: -0.06, -0.30, -0.04, -0.24, -0.02, -0.41, -0.04, 0.07, 0.08, 0.07, 0.13, 0.09, 0.06, 0.07, 0.14, 0.14, 0.09, 0.08, 0.08

***

# 3
Density functional theory data (the ωB97M-V functional and the def2-TZVPD basis) for an isolated ion of composition C23H45BNO4S and charge +1.

Geometry as ORCA input:
```
! RIJCOSX wB97M-V def2-TZVPD def2/J DEFGRID3
* xyz 1 1
C 4.505 -0.259 2.659
C 4.298 -0.852 1.260
C 4.115 -2.369 1.310
C 3.813 -3.074 -0.022
C 4.613 -2.600 -1.239
C 4.130 -1.334 -1.981
C 2.638 -1.032 -1.921
C 2.294 0.353 -2.478
C 2.703 1.481 -1.514
C 1.527 2.006 -0.685
C 1.936 2.595 0.672
C 0.869 2.400 1.752
C -0.534 2.882 1.312
C -1.556 1.805 1.246
N -2.555 1.727 0.420
C -2.939 2.764 -0.541
C -2.990 2.293 -1.989
C -1.653 1.781 -2.531
C -3.360 0.478 0.554
B -2.713 -0.623 -0.476
C -3.513 -1.109 -1.723
O -1.423 -1.061 -0.321
C -3.320 0.265 2.059
O -3.999 1.377 2.604
C -3.929 -1.010 2.643
O -3.896 -2.165 1.814
C -4.958 -2.301 0.966
C -4.943 -3.607 0.247
O -5.785 -1.450 0.871
S -1.514 0.520 2.407
H 5.081 0.667 2.619
H 3.544 -0.004 3.114
H 5.011 -0.967 3.317
H 5.160 -0.615 0.631
H 3.408 -0.402 0.812
H 4.987 -2.821 1.791
H 3.273 -2.570 1.985
H 2.737 -3.060 -0.214
H 4.062 -4.130 0.122
H 5.641 -2.417 -0.906
H 4.677 -3.416 -1.961
H 4.695 -0.455 -1.660
H 4.381 -1.465 -3.039
H 2.062 -1.792 -2.457
H 2.285 -1.056 -0.883
H 2.753 0.504 -3.457
H 1.207 0.396 -2.616
H 3.501 1.149 -0.846
H 3.118 2.309 -2.096
H 1.020 2.773 -1.279
H 0.815 1.186 -0.513
H 2.823 2.056 1.019
H 2.235 3.643 0.598
H 0.871 1.342 2.025
H 1.160 2.948 2.649
H -0.895 3.665 1.986
H -0.453 3.353 0.331
H -3.936 3.101 -0.242
H -2.279 3.621 -0.431
H -3.340 3.151 -2.566
H -3.776 1.540 -2.089
H -1.820 1.068 -3.338
H -1.063 1.289 -1.755
H -1.069 2.601 -2.951
H -4.390 0.667 0.253
H -4.535 -0.740 -1.794
H -3.493 -2.201 -1.727
H -2.949 -0.817 -2.615
H -1.232 -1.472 0.532
H -4.003 1.325 3.571
H -3.370 -1.286 3.541
H -4.946 -0.770 2.950
H -5.604 -4.306 0.759
H -3.941 -4.032 0.233
H -5.274 -3.442 -0.775
*
```

As for the LUMO energy: -3.4 eV. The HOMO-LUMO gap comes out at 0.3363 Ha. The highest occupied orbital energy comes out at -12.57 eV. The total energy comes out at -45768.82671 eV.

Löwdin analysis output, partial charges in e: -0.10, -0.27, -0.21, -0.21, -0.19, -0.20, -0.22, -0.19, -0.19, -0.21, -0.19, -0.19, -0.13, -0.43, -0.02, -0.10, -0.19, -0.07, -0.11, -0.50, 0.02, 0.14, -0.61, -0.01, -0.11, 0.01, -0.53, 0.04, 0.15, 1.19, 0.07, 0.06, 0.07, 0.11, 0.08, 0.11, 0.11, 0.10, 0.11, 0.11, 0.11, 0.10, 0.11, 0.12, 0.09, 0.11, 0.10, 0.09, 0.12, 0.11, 0.10, 0.10, 0.12, 0.08, 0.12, 0.15, 0.11, 0.15, 0.13, 0.13, 0.10, 0.08, 0.05, 0.09, 0.16, 0.08, 0.08, 0.08, 0.10, 0.13, 0.14, 0.15, 0.11, 0.10, 0.09

***

# 4
Density functional theory data (the ωB97M-V functional and the def2-TZVPD basis) for a 5-piece molecular cluster, C7H21NO4 overall at a distorted geometry.

Geometry as ORCA input:
```
! RIJCOSX wB97M-V def2-TZVPD def2/J DEFGRID3
* xyz 0 1
C -1.185 1.851 0.773
C -1.920 0.746 1.569
C -1.486 -0.688 1.228
C -2.095 -1.292 0.207
C -1.601 -2.556 -0.466
C 0.395 -0.574 2.854
C -0.397 -1.270 2.044
N -0.015 1.502 -0.023
H -1.843 2.395 0.089
H -0.953 2.633 1.500
H -1.631 0.865 2.609
H -2.986 0.785 1.360
H -3.000 -0.893 -0.237
H -0.581 -2.727 -0.146
H -2.152 -3.449 -0.147
H -1.836 -2.502 -1.527
H 0.345 0.505 2.894
H 1.108 -1.109 3.466
H -0.248 -2.326 1.873
H 0.687 1.066 0.571
H -0.258 0.763 -0.674
H 3.770 0.118 1.220
H 3.780 -0.288 -0.339
O 4.184 -0.386 0.522
H 0.606 0.676 -2.613
H 0.888 1.104 -4.047
O 0.235 0.658 -3.500
H 1.211 -1.402 -1.030
H 2.372 -1.176 -2.132
O 2.137 -1.485 -1.256
H 0.733 2.814 -3.003
H 0.528 2.829 -1.471
O 1.210 2.812 -2.168
*
```

As for the LUMO energy: 0.4 eV. The SMILES is C=C/C(=C\C)CCN.O.O.O.O. The HOMO-LUMO gap comes out at 0.3471 Ha. The energy above the lowest of the compared OMol25 structures with the same formula, charge and spin is 0.8907 eV. The highest occupied orbital energy comes out at -9.03 eV. The total energy comes out at -17277.98947 eV.

Löwdin analysis output, partial charges in e: -0.25, -0.14, -0.28, -0.11, -0.08, 0.03, -0.13, 0.01, 0.11, 0.11, 0.09, 0.11, 0.11, 0.05, 0.08, 0.08, 0.06, 0.06, 0.10, 0.07, 0.06, 0.02, 0.00, -0.06, -0.01, 0.04, -0.06, 0.02, 0.05, -0.04, 0.02, 0.01, -0.09

***

# 5
Density functional theory data (the ωB97M-V functional and the def2-TZVPD basis) for a 8-piece molecular cluster, C22H47F6N5O8P overall at a distorted geometry.

Geometry as ORCA input:
```
! RIJCOSX wB97M-V def2-TZVPD def2/J DEFGRID3
* xyz -1 1
P -2.056 -7.343 -23.207
F -0.817 -7.590 -24.264
F -1.567 -8.487 -22.187
F -1.150 -6.209 -22.348
F -3.421 -6.991 -22.289
F -2.490 -6.026 -23.890
F -3.032 -8.295 -24.051
O -2.036 -5.538 -17.907
C -2.278 -6.410 -18.753
N -3.007 -6.019 -19.697
C -1.734 -7.840 -18.644
H -3.095 -6.486 -20.588
H -3.127 -5.034 -19.507
H -0.655 -7.902 -18.500
H -2.043 -8.433 -19.504
H -2.207 -8.235 -17.744
O -3.114 -7.830 -28.901
C -1.944 -8.246 -28.800
N -1.495 -9.128 -29.630
C -1.047 -7.736 -27.564
H -0.488 -9.166 -29.567
H -2.120 -9.527 -30.316
H -1.732 -7.630 -26.722
H -0.701 -6.705 -27.634
H -0.232 -8.399 -27.275
O -5.023 -3.958 -25.963
C -4.959 -5.104 -25.573
N -4.551 -6.130 -26.264
C -5.491 -5.320 -24.192
H -4.281 -6.981 -25.792
H -4.330 -6.189 -27.247
H -6.314 -4.629 -24.007
H -4.686 -5.076 -23.499
H -5.952 -6.299 -24.063
O -4.969 -12.151 -21.425
C -5.423 -10.993 -21.426
N -6.677 -10.814 -21.616
C -4.564 -9.843 -20.934
H -7.304 -11.588 -21.447
H -7.112 -9.908 -21.716
H -4.871 -8.890 -21.364
H -3.570 -9.945 -21.370
H -4.328 -10.149 -19.915
C -6.046 -9.204 -25.489
C -7.136 -9.612 -24.565
N -8.395 -9.632 -25.240
C -9.373 -10.485 -24.366
C -10.549 -11.209 -25.038
C -8.934 -8.312 -25.804
C -9.153 -7.190 -24.753
H -5.864 -10.020 -26.188
H -5.142 -9.244 -24.882
H -6.200 -8.298 -26.075
H -6.817 -10.641 -24.397
H -7.007 -9.008 -23.667
H -9.957 -9.956 -23.613
H -8.848 -11.268 -23.819
H -11.113 -11.723 -24.260
H -10.202 -11.960 -25.748
H -11.221 -10.586 -25.629
H -8.374 -7.976 -26.677
H -9.893 -8.492 -26.290
H -9.708 -7.522 -23.875
H -8.212 -6.812 -24.353
H -9.716 -6.385 -25.225
O -0.582 -0.913 -20.210
C -1.282 -1.512 -21.054
O -1.548 -1.013 -22.269
C -2.467 -1.849 -22.981
C -3.092 -2.716 -21.967
C -2.029 -2.746 -20.855
H -1.919 -2.504 -23.659
H -3.206 -1.305 -23.570
H -3.390 -3.731 -22.232
H -4.027 -2.207 -21.734
H -1.264 -3.503 -21.032
H -2.528 -2.731 -19.886
O 0.651 -12.351 -24.139
C -0.490 -11.956 -24.277
O -1.335 -12.047 -23.270
C -2.642 -11.768 -23.695
C -2.671 -11.845 -25.240
C -1.175 -11.494 -25.497
H -3.007 -10.793 -23.371
H -3.421 -12.478 -23.418
H -3.362 -11.054 -25.530
H -3.042 -12.724 -25.767
H -0.933 -10.438 -25.619
H -0.865 -11.963 -26.431
*
```

As for the LUMO energy: 2.2 eV. The HOMO-LUMO gap comes out at 0.3319 Ha. The highest occupied orbital energy comes out at -6.87 eV. The total energy comes out at -73008.73221 eV.

Löwdin analysis output, partial charges in e: 0.21, -0.16, -0.13, -0.21, -0.23, -0.14, -0.15, -0.03, -0.65, 0.20, 0.02, 0.07, 0.11, 0.08, 0.05, 0.08, -0.02, -0.57, 0.16, 0.01, 0.11, 0.13, 0.05, 0.08, 0.06, 0.02, -0.65, 0.20, -0.01, 0.08, 0.11, 0.08, 0.05, 0.06, -0.01, -0.63, 0.17, 0.01, 0.13, 0.10, 0.08, 0.05, 0.10, -0.10, -0.34, -0.12, -0.22, -0.11, -0.19, -0.08, 0.08, 0.06, 0.06, 0.11, 0.10, 0.09, 0.09, 0.07, 0.06, 0.06, 0.10, 0.09, 0.06, 0.04, 0.07, 0.06, -0.48, 0.04, -0.17, -0.15, -0.08, 0.13, 0.13, 0.10, 0.12, 0.15, 0.13, 0.10, -0.51, 0.07, -0.17, -0.11, -0.07, 0.10, 0.11, 0.09, 0.11, 0.12, 0.12